[1]
ORCA calculation (ωB97M-V/def2-TZVPD) on a structure of composition C22H64FeO11.

The geometry in XYZ format:
```
98
Properties=species:S:1:pos:R:3:forces:R:3
Fe -28.20040 -17.83572 26.69370 0.462 1.280 -4.057
C -28.90205 -14.17192 27.59640 0.739 0.043 1.199
C -29.47879 -14.84212 26.36962 -0.218 0.668 0.582
O -29.20246 -16.18351 26.24223 1.245 -2.353 0.752
H -29.19070 -14.57864 28.57278 -0.526 -0.312 -0.343
H -29.12557 -13.10772 27.67811 -0.172 -0.009 -0.415
H -27.81052 -14.24954 27.64835 -0.015 0.019 -0.502
H -29.12788 -14.29510 25.48654 -0.111 -0.258 -0.246
H -30.57859 -14.78477 26.36720 0.010 0.109 -0.110
C -28.45781 -16.75343 23.03884 -0.075 -0.204 0.020
C -28.15285 -18.19018 23.46280 0.704 0.405 -0.993
O -27.92083 -18.43462 24.81192 -0.847 0.106 1.918
H -27.63111 -16.09046 23.30889 -0.020 0.003 0.071
H -29.38255 -16.33035 23.43156 -0.037 -0.202 0.083
H -28.51456 -16.77291 21.94717 -0.066 0.199 0.010
H -27.22733 -18.43062 22.90808 0.148 -0.040 0.271
H -28.83040 -18.91942 22.98656 -0.467 0.170 0.463
C -32.91312 -13.27592 22.06191 0.449 0.900 0.108
C -32.29795 -13.74656 23.37839 -1.167 -0.720 0.207
O -33.09732 -14.79934 23.97929 0.589 0.112 -0.321
H -32.36856 -13.65734 21.19885 -0.158 -0.173 -0.028
H -32.81485 -12.18480 22.03870 -0.039 -0.065 -0.253
H -33.97250 -13.49192 21.96050 -0.005 -0.241 0.180
H -32.27892 -12.94808 24.12146 0.446 0.214 -0.279
H -31.30177 -14.14525 23.17435 0.076 0.071 0.336
H -33.50015 -14.42922 24.76568 -0.155 -0.094 0.032
C -24.94953 -15.26625 27.67340 -0.791 -0.685 0.917
C -25.04845 -16.60228 26.97732 0.691 -0.470 -0.972
O -26.34658 -16.77286 26.34999 0.116 0.224 0.652
H -25.66593 -15.33258 28.50286 -0.047 0.331 -0.075
H -25.25797 -14.44565 27.03153 0.275 0.065 -0.114
H -23.99875 -15.09096 28.17176 0.242 0.023 -0.415
H -24.84525 -17.47287 27.59881 -0.397 0.198 0.421
H -24.34102 -16.75395 26.15664 0.156 0.466 0.042
H -26.27328 -16.31129 25.50026 -0.267 -0.082 -0.119
C -32.57625 -18.77417 21.57196 0.206 -0.082 -0.937
C -31.69993 -17.72758 22.22162 -0.141 -0.017 0.552
O -31.47574 -18.03405 23.61052 0.192 0.014 -0.202
H -33.59042 -18.82277 21.96023 0.110 -0.003 0.319
H -32.09140 -19.75239 21.61354 -0.149 -0.047 0.341
H -32.66876 -18.58955 20.49498 -0.014 0.245 0.086
H -32.14278 -16.73001 22.21195 -0.086 -0.070 -0.171
H -30.72056 -17.68442 21.73702 -0.140 0.102 -0.283
H -30.63154 -18.49154 23.60964 -0.072 -0.145 0.388
C -28.66636 -12.40906 19.87758 1.097 0.100 0.046
C -29.09743 -13.82259 20.27476 -0.373 1.172 -0.112
O -29.42855 -14.69800 19.20679 0.022 0.097 0.231
H -27.81563 -12.38752 19.18925 -0.111 -0.350 -0.066
H -28.26338 -11.96462 20.79487 -0.231 0.188 -0.025
H -29.39947 -11.72058 19.45909 -0.412 -0.366 0.125
H -29.97034 -13.67005 20.92339 0.162 -0.486 0.216
H -28.27265 -14.26446 20.83366 -0.145 -0.224 0.012
H -30.29793 -14.43185 18.89166 0.087 -0.163 -0.267
C -26.74432 -21.00500 29.08697 -0.466 0.364 0.098
C -26.13898 -20.01914 28.09330 0.755 -1.144 1.234
O -27.09607 -19.59068 27.12558 0.028 0.682 0.773
H -26.00896 -21.30079 29.83516 0.066 -0.041 -0.108
H -27.15513 -21.89558 28.61121 0.178 -0.006 -0.125
H -27.57108 -20.52761 29.62166 0.050 -0.016 0.018
H -25.28907 -20.51489 27.61175 -0.243 0.163 -0.442
H -25.67910 -19.21382 28.66889 -0.505 0.487 -0.362
H -27.15944 -20.33699 26.49086 -0.446 -0.070 -0.638
C -27.46420 -23.39708 24.45286 0.258 -0.174 -0.411
C -27.81379 -22.00566 23.97626 -0.116 0.255 1.281
O -27.34549 -21.06576 24.97704 0.305 0.010 -0.264
H -27.80520 -24.11363 23.70364 -0.018 -0.102 0.135
H -27.86810 -23.67092 25.42591 -0.325 0.232 -0.055
H -26.38105 -23.50674 24.53809 0.011 0.087 -0.125
H -28.89193 -21.83221 23.92503 -0.019 -0.370 -0.391
H -27.33853 -21.79729 23.01670 -0.033 0.059 -0.015
H -27.59045 -20.15822 24.70770 0.076 0.057 -0.018
C -25.72217 -16.89259 20.24920 -0.318 -1.269 0.012
C -26.62085 -17.18922 19.03152 0.096 0.841 1.155
O -26.93242 -16.00149 18.33145 0.142 -0.317 -0.201
H -24.72930 -16.49806 20.04825 -0.138 0.280 -0.267
H -25.57869 -17.87601 20.72362 0.130 0.170 0.191
H -26.28023 -16.27708 20.95757 0.181 0.271 -0.043
H -27.53245 -17.61331 19.47050 -0.073 -0.227 -0.313
H -26.16679 -17.93795 18.38748 0.029 0.198 -0.284
H -27.70539 -15.60739 18.75405 -0.148 0.073 -0.294
C -22.98473 -14.47804 24.35101 -0.151 -0.065 0.141
C -23.65599 -15.44065 23.38703 0.725 -0.073 0.149
O -25.04586 -15.51072 23.67961 -0.542 -0.171 0.247
H -23.22897 -14.67189 25.39810 -0.078 -0.282 -0.078
H -23.29302 -13.44938 24.16640 0.132 0.012 -0.177
H -21.90379 -14.57866 24.25774 0.009 0.213 -0.101
H -23.19761 -16.43427 23.45755 -0.096 -0.018 0.180
H -23.45488 -15.10837 22.36404 -0.351 0.083 -0.037
H -25.44993 -16.21465 23.15724 0.181 0.102 -0.210
C -24.31196 -19.33253 23.32414 -0.285 0.801 0.831
C -23.17453 -19.54384 24.31840 -0.276 -1.189 -0.889
O -22.25758 -20.48591 23.73557 0.051 0.437 0.105
H -24.86266 -20.25696 23.16891 0.134 -0.075 -0.269
H -23.97670 -18.87070 22.39732 0.158 -0.331 -0.137
H -25.02403 -18.62112 23.77084 -0.012 -0.066 0.008
H -23.57678 -20.02346 25.21271 -0.082 0.484 0.287
H -22.67093 -18.60430 24.54375 0.127 -0.017 0.161
H -22.14485 -21.21805 24.34478 0.124 -0.001 -0.026
```
Positions in Å, forces in eV/Å.

The multiplicity is 6. The value obtained for the HOMO energy (spin up / spin down) is -0.429 / -0.429 Eh. As for the net charge: +1. As for the LUMO energy (spin up / spin down): -3.483 / -5.662 eV. The orbital gap (spin up / spin down) is 8.2 / 6.0 eV. The total energy comes out at -2967.557732 Eh. The molecular weight is 560.6 g/mol.



[2]
ORCA calculation (ωB97M-V/def2-TZVPD) on a cluster of 14 separate species, C22H65BO18 in total.

The geometry in XYZ format:
```
106
Properties=species:S:1:pos:R:3:forces:R:3
C 6.91811 -2.08481 1.44565 0.140 0.187 -0.164
C 6.11295 -0.82209 1.24703 -0.181 -0.245 0.079
O 5.41628 -0.91920 0.01816 -0.018 -0.106 -0.201
C 4.59743 0.19794 -0.26987 0.058 0.380 0.129
C 3.09546 -0.15692 -0.22484 0.465 0.169 0.687
C 2.36940 0.62687 0.82759 -0.297 0.031 -0.314
C 1.48957 0.15631 1.72146 0.452 -0.100 0.160
B 0.79789 -1.25658 1.83495 -0.003 -0.081 0.206
C -0.41291 -1.53386 0.90638 -0.414 0.271 -0.248
O 1.21504 -2.18721 2.75681 -0.131 -0.369 -0.596
C 1.32782 1.29432 2.67736 0.542 -0.267 -0.439
O 1.42279 1.27711 3.86077 -0.976 0.159 0.187
O 1.42595 2.45528 1.91465 0.942 0.274 0.685
C 2.42758 2.12421 0.99089 -1.137 0.069 -0.544
O 3.01748 2.97637 0.41312 0.276 -0.085 0.005
H 6.26820 -2.95780 1.45476 0.007 -0.039 0.088
H 7.47552 -2.01532 2.37919 -0.046 -0.123 0.067
H 7.63620 -2.20126 0.63414 -0.007 -0.030 -0.027
H 6.76864 0.05521 1.24577 -0.030 0.058 0.004
H 5.39162 -0.71786 2.06934 0.035 0.145 0.037
H 4.80080 0.98311 0.46358 0.030 0.079 -0.050
H 4.84755 0.61786 -1.23973 0.121 -0.171 -0.069
H 2.63400 -0.03768 -1.20342 -0.070 -0.044 -0.010
H 3.06319 -1.19551 0.10571 -0.200 -0.157 -0.417
H -0.31372 -2.48456 0.38184 0.049 -0.076 0.090
H -0.57199 -0.74848 0.16517 0.105 -0.011 -0.062
H -1.33803 -1.56195 1.48904 0.087 -0.178 0.119
H 2.12039 -2.47918 2.61765 0.240 0.266 0.520
C 2.76693 2.47269 -3.18771 0.047 0.232 0.219
O 3.88140 2.48529 -2.28574 0.139 0.033 -0.477
H 2.84289 1.57742 -3.80011 0.050 -0.010 0.005
H 1.81686 2.45515 -2.64609 0.010 -0.048 0.018
H 2.79637 3.34743 -3.83262 -0.202 -0.066 -0.117
H 3.81228 3.27329 -1.73818 -0.101 -0.134 0.217
C -3.04148 -0.88246 4.40644 0.198 0.111 -0.105
O -2.20819 -0.50475 3.30604 -0.078 0.014 0.107
H -3.59311 -1.76811 4.09567 -0.032 0.000 0.025
H -2.44020 -1.12620 5.28531 -0.047 -0.050 0.024
H -3.74304 -0.08593 4.65183 -0.023 -0.121 0.101
H -1.71220 0.27477 3.57345 0.010 0.020 -0.001
C -5.71939 -3.05895 1.95895 0.227 0.199 0.121
O -4.90112 -2.67627 0.84802 -0.114 -0.135 -0.064
H -6.26066 -3.95276 1.66548 -0.018 -0.027 0.070
H -5.11230 -3.29431 2.83392 -0.029 -0.043 0.014
H -6.43596 -2.27105 2.19963 -0.075 -0.080 0.052
H -4.40958 -1.88725 1.09113 0.012 0.024 -0.014
C 5.78661 5.23060 -4.69597 -0.091 -0.196 0.087
O 4.96129 4.07891 -4.84384 0.333 0.037 0.012
H 5.69377 5.81848 -5.60588 -0.012 0.014 -0.002
H 5.45859 5.83890 -3.85019 0.046 0.057 -0.017
H 6.83360 4.95072 -4.55782 0.023 0.066 -0.010
H 5.02727 3.55151 -4.03589 -0.105 -0.073 -0.027
C -0.18767 -4.97318 -0.80778 0.199 -0.123 0.107
O 1.22542 -4.93571 -0.97492 -0.065 0.099 -0.022
H -0.60682 -4.16603 -1.40318 -0.001 0.000 -0.016
H -0.60556 -5.92223 -1.15232 -0.059 0.026 -0.014
H -0.45793 -4.82039 0.24104 -0.120 0.001 -0.027
H 1.60784 -5.64627 -0.45430 0.028 -0.023 -0.012
C 1.61981 -0.54521 6.71584 0.064 0.125 0.189
O 2.44970 -0.44358 7.87090 -0.026 -0.089 -0.054
H 1.88515 -1.47041 6.20980 0.002 -0.006 -0.008
H 0.56288 -0.58902 6.99578 -0.025 -0.034 -0.068
H 1.77832 0.29070 6.03441 -0.033 -0.060 -0.036
H 2.22759 0.37258 8.32494 0.023 0.025 0.017
C 6.36531 5.79058 -8.64084 -0.039 -0.142 0.042
O 5.54389 4.63764 -8.77205 0.006 0.079 0.077
H 6.28130 6.36247 -9.56146 -0.024 -0.025 -0.024
H 6.03581 6.41920 -7.80916 0.050 0.073 -0.029
H 7.41234 5.51305 -8.49336 0.025 0.084 0.003
H 5.62260 4.13561 -7.95537 -0.027 -0.085 -0.028
C -8.52237 -2.79769 -1.21292 0.046 -0.050 0.062
O -7.90603 -3.45720 -0.11723 0.022 0.073 -0.189
H -9.58967 -2.99924 -1.15308 -0.008 0.002 -0.002
H -8.36783 -1.71565 -1.16995 -0.025 0.008 -0.019
H -8.15012 -3.17014 -2.17132 -0.026 0.007 -0.017
H -6.95923 -3.28449 -0.17099 0.011 0.040 0.013
C 2.12115 4.42755 -7.21876 0.297 -0.075 0.029
O 2.52871 3.57368 -6.16340 -0.235 -0.150 -0.258
H 1.03372 4.48437 -7.21794 -0.006 0.009 0.068
H 2.52091 5.43553 -7.07325 -0.073 0.050 -0.130
H 2.45705 4.04135 -8.18466 -0.057 0.127 -0.073
H 3.49447 3.54241 -6.16037 -0.118 0.123 0.275
C -7.10413 1.28605 5.23841 -0.098 0.112 0.001
O -5.75607 0.94870 4.89846 -0.136 0.092 0.036
H -7.28474 0.87366 6.22561 -0.070 0.013 0.004
H -7.26446 2.36565 5.26722 0.107 0.018 -0.024
H -7.80834 0.83552 4.53715 -0.031 -0.025 0.036
H -5.57494 1.29591 4.02053 0.024 -0.043 -0.034
C -6.10825 -2.54531 6.70089 -0.028 0.057 -0.083
O -6.82659 -1.59888 5.92259 0.186 -0.100 0.072
H -6.82577 -3.27335 7.07252 -0.001 -0.010 0.003
H -5.35706 -3.07282 6.10521 -0.003 -0.037 0.015
H -5.61550 -2.07303 7.55615 0.002 -0.024 0.018
H -6.19117 -0.95755 5.58029 -0.037 0.009 -0.100
C -3.03158 -6.22907 2.83764 -0.009 0.083 0.005
O -3.42675 -5.09572 3.59998 0.076 0.002 0.011
H -3.85462 -6.93862 2.87097 -0.006 -0.006 -0.002
H -2.84039 -5.96331 1.79432 -0.016 -0.025 -0.013
H -2.14080 -6.70497 3.25644 -0.008 -0.026 -0.006
H -2.70602 -4.45991 3.57609 0.008 0.024 0.020
C -1.86684 3.84572 -8.03451 0.157 -0.080 0.078
O -1.47142 2.98062 -6.97836 -0.059 0.076 -0.075
H -2.95245 3.90508 -8.03024 -0.011 -0.043 0.047
H -1.46421 4.85287 -7.89145 -0.034 0.028 -0.080
H -1.54098 3.45632 -9.00284 -0.039 0.083 -0.049
H -0.51155 2.92471 -6.99613 0.016 -0.096 0.107
```
Positions in Å, forces in eV/Å.

The value obtained for the HOMO energy is -0.361 Eh. As for the LUMO energy: -0.541 eV. The orbital gap is 9.3 eV. The total energy comes out at -2256.187181 Eh. The molecular weight is 628.6 g/mol.



- Which value of molecular weight does entry 1 give?
  560.6 g/mol



- Which value of molecular weight does entry 1 give?
  560.6 g/mol



- Which of these has the highest molecular weight?
  C22H65BO18



- Among the records above, which one has the lowest molecular weight?
  C22H64FeO11